DFT (ωB97M-V/def2-TZVPD) results for one molecule with the formula CH2N2O2 in a non-equilibrium geometry.

**SMILES**: C=N[N+](=O)[O-]
**Total charge**: 0
**Calculated total energy**: -299.13339 Eh
**Relative energy (zero: lowest compared OMol25 entry of this formula, charge and spin)**: 534.19 kJ/mol
**Frontier orbital gap**: 10.94 eV

Structure (XYZ):
```
7
Properties=species:S:1:pos:R:3:nbo_charge:R:1
C 1.134 -0.184 -0.292 -0.0002
N 0.189 -0.391 0.541 -0.2785
N -1.089 0.126 0.438 0.6233
O -1.996 -0.619 0.217 -0.3631
O -1.238 1.284 0.581 -0.3607
H 2.078 -0.637 -0.183 0.2028
H 0.922 0.421 -1.302 0.1764
```

=====

DFT (ωB97M-V/def2-TZVPD) results for one molecule with the formula C5H4O2.

**SMILES**: O=C=C/C=C\C=O
**Total charge**: 0
**Calculated total energy**: -343.19755 Eh
**Relative energy (zero: lowest compared OMol25 entry of this formula, charge and spin)**: 511.47 kJ/mol
**Frontier orbital gap (alpha / beta)**: 6.50 / 6.53 eV

Structure (XYZ):
```
11
Properties=species:S:1:pos:R:3:nbo_charge:R:1
O -0.610 -0.918 2.312 -0.4328
C -0.549 -0.786 1.145 0.6045
C -1.065 -0.978 -0.130 -0.4468
C -0.442 -0.211 -1.113 -0.1718
C 0.650 0.579 -0.745 -0.3507
C 0.973 0.672 0.666 0.3090
O 1.512 0.820 1.740 -0.4712
H -1.641 -1.871 -0.357 0.2462
H -0.778 -0.218 -2.144 0.2304
H 1.238 1.126 -1.482 0.2413
H 0.713 1.785 0.108 0.2419
```

=====

DFT (ωB97M-V/def2-TZVPD) results for a 5-piece molecular cluster, C12H21Br2NO10 overall in a non-equilibrium geometry.

**Total charge**: -2
**Calculated total energy**: -6424.87081 Eh
**Relative energy (zero: lowest compared OMol25 entry of this formula, charge and spin)**: 0.00 kJ/mol
**Frontier orbital gap**: 3.26 eV

Structure (XYZ):
```
46
Properties=species:S:1:pos:R:3:nbo_charge:R:1
C 5.434 -25.504 -22.604 -0.6163
C 5.216 -26.262 -21.390 -0.0964
O 5.939 -25.748 -20.288 -0.9964
H 4.661 -25.791 -23.316 0.1471
H 6.362 -25.736 -23.126 0.1763
H 5.278 -24.427 -22.537 0.1798
H 5.629 -27.265 -21.493 0.1179
H 4.200 -26.500 -21.076 0.1004
N 6.289 -30.453 -19.981 0.7108
O 7.361 -30.269 -19.467 -0.5294
O 6.156 -31.242 -20.921 -0.6338
O 5.376 -29.614 -19.746 -0.5207
Br 8.819 -31.703 -24.381 -0.0006
C 9.161 -31.566 -22.503 -0.4887
C 8.943 -32.839 -21.684 -0.3786
Br 9.909 -34.364 -22.704 -0.1201
H 8.513 -30.823 -22.039 0.2844
H 10.208 -31.268 -22.437 0.2130
H 7.879 -33.076 -21.679 0.2292
H 9.084 -32.697 -20.613 0.2568
C 6.446 -34.820 -23.620 -0.6462
C 6.183 -35.524 -22.284 0.0664
C 5.764 -34.714 -21.067 -0.1096
O 4.797 -35.522 -20.456 -0.4838
C 4.334 -36.442 -21.326 0.9785
O 3.320 -37.085 -21.183 -0.6060
O 5.153 -36.497 -22.401 -0.4945
H 7.330 -34.181 -23.628 0.2420
H 5.649 -34.128 -23.890 0.2215
H 6.506 -35.469 -24.494 0.2222
H 7.092 -36.021 -21.943 0.1733
H 5.414 -33.698 -21.246 0.2303
H 6.646 -34.552 -20.448 0.1919
C 6.465 -28.917 -24.119 -0.6380
C 5.377 -30.076 -24.066 0.0770
C 3.939 -29.690 -23.858 -0.1197
O 3.259 -30.395 -24.825 -0.5036
C 4.119 -30.810 -25.770 0.9726
O 3.865 -31.412 -26.739 -0.6273
O 5.265 -30.699 -25.314 -0.4788
H 6.158 -28.091 -24.760 0.2079
H 7.274 -29.341 -24.714 0.2111
H 6.917 -28.623 -23.171 0.2565
H 5.685 -30.912 -23.439 0.2092
H 3.831 -28.618 -24.020 0.1826
H 3.742 -29.965 -22.822 0.2297
```